1.
Here is a structure of composition C24H44AuBNP2 from the Open Molecules 2025 dataset. Energies are from ωB97M-V/def2-TZVPD.

As for the HOMO-LUMO gap (alpha / beta): 4.80 / 4.88 eV. Its multiplicity is 3. The net charge is +1. Its LUMO energy (alpha / beta) is -5.6 / -5.6 eV. As for the expectation value of S²: 2.049.

```
73
Properties=species:S:1:pos:R:3:mulliken_spin:R:1
H -2.01820 0.09936 -1.57585 0.09
C -1.36274 -3.19563 0.59879 0.00
H -4.83209 0.92888 0.63623 0.00
H 2.66192 -3.65442 1.77371 0.00
H -3.05714 -1.46180 1.91531 0.00
C -2.27041 3.05224 1.25040 -0.01
C -3.86889 1.33429 0.27760 0.00
H 1.42635 -2.38273 -4.70025 0.00
H -0.79859 -1.30558 -4.14171 0.00
H -1.08167 0.96265 0.42124 0.02
H -3.03353 2.25336 -3.06067 -0.01
H -4.40956 3.09098 -0.95731 0.06
H 1.99946 -3.69241 -3.63876 0.00
H 0.09041 1.69084 -0.58928 -0.05
H 1.22566 -4.09108 2.71703 0.00
C 2.21229 2.41366 2.15128 0.00
H 3.00792 -0.02760 2.84191 0.03
H 0.45633 -2.90800 -3.29897 0.00
C -2.95697 1.89585 -2.01408 0.43
H -3.85755 2.13143 2.29497 0.00
H -2.07313 3.77836 2.04236 0.00
H -0.68127 2.62864 -3.29590 0.00
N 1.58271 2.46326 1.16738 0.00
P 2.39447 -1.61774 -2.56804 0.00
H -4.98060 1.54026 -1.55489 0.04
C 1.34345 -1.30318 2.43456 0.08
H 2.77192 -1.32726 4.02482 0.02
C -0.99779 1.68888 -0.40172 0.09
H 0.66105 2.06865 -4.31335 0.00
C 4.15364 -1.67842 -2.97035 0.00
H 4.49238 -2.70658 -2.83086 0.00
H 0.35433 1.27866 3.68699 0.02
P 0.17626 0.39074 -2.61902 0.14
C 0.19243 -0.71046 2.90919 0.30
H -3.20744 0.45732 0.15070 0.01
H 3.27378 3.54023 3.81065 0.00
C 0.28064 2.11130 -3.28820 -0.01
H 2.47766 1.78647 4.34641 0.00
H -0.40940 3.60202 0.36211 0.00
H -0.75640 -3.89911 0.02344 0.00
H 1.29496 -4.43622 0.97564 0.00
C -0.94554 -1.28775 2.22943 0.16
C 2.70248 -1.07716 2.95126 0.02
C -0.50177 -2.26831 1.36673 0.13
H 0.85334 0.00835 4.80058 0.00
H 4.67094 -1.01194 -2.27838 0.00
H 4.32785 -1.35119 -3.99797 0.00
Au 1.87069 -1.95893 -0.49705 0.00
H -2.02443 -2.66117 -0.10771 0.02
H -0.22766 0.13811 -5.01626 0.00
C 1.47340 -2.73084 -3.66345 0.00
H 2.44094 0.70298 -2.01642 0.00
H -2.01387 -3.79112 1.26216 0.02
C -4.10270 2.03838 -1.10863 -0.04
C -3.31075 2.21192 1.35077 0.01
H 3.41771 -1.71713 2.42458 0.00
C -2.34904 -0.95581 2.58448 0.00
H 2.38304 0.54645 -3.78973 0.00
C 1.57128 -3.71054 1.74439 0.03
H -1.74592 0.18229 -4.10376 0.00
C 1.98282 0.13946 -2.84726 0.05
C -1.34629 3.11177 0.07898 0.03
H -0.87097 0.25982 4.48647 0.00
H 4.14522 1.83548 3.21512 0.00
H -2.59036 -1.27129 3.61197 0.00
C 0.12175 0.26275 4.02468 0.00
B 3.07163 2.38576 3.44878 0.00
C -0.72372 -0.21875 -4.11154 0.01
H -1.73775 3.73111 -0.74460 -0.02
H 0.98313 2.69405 -2.68969 0.00
C -1.85359 1.19919 -1.57241 0.13
C 0.98731 -2.35448 1.43802 0.15
H -2.53583 0.12843 2.53299 0.00
```

=====

2.
Here is a structure of composition C24H44BNP2Pt from the Open Molecules 2025 dataset. Energies are from ωB97M-V/def2-TZVPD.

As for the HOMO-LUMO gap (alpha / beta): 6.39 / 4.89 eV. Its multiplicity is 5. The net charge is +2. Its LUMO energy (alpha / beta) is -5.3 / -9.7 eV. As for the expectation value of S²: 6.013.

```
73
Properties=species:S:1:pos:R:3:mulliken_spin:R:1
H 2.90210 -5.35169 -1.95995 0.06
C 1.24192 3.40925 -1.98811 -0.03
C 1.69170 4.20451 0.49808 0.02
H -2.29616 0.51048 -1.79043 0.00
C -0.75156 -1.75269 3.65021 0.03
C -1.51718 -4.60576 -0.50553 0.03
H -0.64394 6.76871 0.54080 0.00
C -1.48133 0.22059 -1.10783 -0.06
H -0.65271 -4.46869 -1.17176 0.03
H 1.34363 -5.60262 -0.74879 0.00
H 1.87475 2.61093 -2.40803 0.00
H 0.34020 -1.84894 3.70426 0.01
H -0.48456 5.34147 -1.97704 0.00
H -1.44907 -0.87300 -1.06794 -0.01
H 1.28087 5.89294 1.86673 0.01
C 0.05056 6.12520 -0.01441 0.01
H -3.42938 -2.58270 -1.45858 0.01
H 2.51809 3.88421 1.14598 0.00
C 0.37586 -4.19165 1.94292 0.03
H 3.00780 -4.68997 -0.07947 0.05
H -2.42559 -4.66003 -1.11374 0.00
H -0.85798 0.26382 -3.87901 0.00
H -1.03101 -0.70537 3.82570 0.00
H 3.95951 -0.41081 0.37255 0.01
H -1.83679 5.58342 -0.88711 0.00
H 0.84943 -3.85162 2.87052 -0.01
H 0.03773 -5.22897 2.09482 0.02
P 1.57222 -0.99680 0.35099 0.43
C 1.70770 -3.48965 -1.52623 0.04
B 2.27047 -4.86085 -1.04246 0.00
H 2.05569 1.27872 -0.48067 0.01
C -0.80299 5.21820 -0.93877 -0.02
C 1.62617 0.37626 -0.94296 0.04
H -1.37475 -5.56977 0.00374 0.02
C -2.39589 -1.69981 1.66430 0.30
H 0.79606 0.91333 -4.05557 0.00
H 1.12710 -4.22239 1.13881 0.02
H 3.67316 -2.18705 0.21073 0.00
C -3.21500 -0.55692 2.11764 0.00
H -1.69266 0.61762 -0.10966 0.08
H 1.26231 -0.23811 2.67950 -0.01
H -4.55039 -3.11761 -0.19525 0.02
H 0.69672 6.78808 -0.59844 0.01
H -2.58566 0.26373 2.48970 0.04
H 0.54671 -0.74946 -3.42191 0.00
C -2.62651 -2.50620 0.51600 0.45
C -0.88540 3.68375 -0.58152 0.20
C -0.10879 2.81219 -1.57860 0.00
C -1.26229 -2.22082 2.34702 0.34
N 1.30491 -2.45094 -1.89432 0.20
Pt -0.07742 3.63860 1.24078 0.62
H 3.10802 3.76386 -1.01777 0.00
H 1.06205 4.07058 -2.85009 0.00
C -1.62875 -3.51633 0.47716 0.20
H 3.46920 -1.38831 1.79571 -0.01
C 0.14937 0.27280 -3.44801 0.00
C 1.24143 0.24229 1.69608 0.02
H -3.88540 -0.85517 2.93848 0.03
P 0.05882 0.85174 -1.74960 -0.02
C -0.77443 -3.33159 1.59930 0.36
C 2.09414 4.19166 -0.98203 0.03
H 2.01817 1.02060 1.65112 0.02
C 0.88916 5.35792 0.99487 0.09
H 2.23122 5.22366 -1.33447 0.01
H -0.72201 2.80563 -2.50035 0.03
H -1.17104 -2.35051 4.47735 0.03
H 0.26636 0.72655 1.53721 0.09
C -3.75910 -2.38693 -0.42924 0.03
C 3.36076 -1.26331 0.71131 0.07
H -1.94453 3.38078 -0.48975 0.04
H -4.20225 -1.38585 -0.38696 0.00
H -3.83615 -0.17122 1.30028 0.00
H 2.29657 0.02604 -1.73825 -0.01
```

=====

Across the entries above, ΔE to the lowest compared entry with this formula, charge and spin takes the values 137.8, 0.0 kJ/mol, respectively.